(1)
DFT (ωB97M-V with the def2-TZVPD basis set) results for a molecular structure, C38H46BaClF6Ge3N2O4S2.

```
103
Properties=species:S:1:pos:R:3:lowdin_spin:R:1
Ba 0.632 -1.459 0.666 0.02
C 2.877 1.868 -0.887 0.00
C 4.226 1.488 -0.784 0.00
C 4.460 1.032 0.529 0.00
C 3.255 1.145 1.247 0.00
C 2.274 1.657 0.368 0.02
H 2.400 2.310 -1.752 0.00
H 4.956 1.515 -1.583 0.00
H 5.402 0.663 0.917 0.00
H 3.118 0.974 2.308 0.00
H 1.262 1.911 0.657 0.01
C -3.501 -0.832 -3.339 0.00
C -3.448 -2.035 -2.658 0.00
C -2.530 -2.175 -1.630 0.00
N -1.698 -1.204 -1.260 0.00
C -1.752 -0.049 -1.929 0.00
C -2.634 0.182 -2.969 0.00
H -4.208 -0.685 -4.146 0.00
H -4.097 -2.861 -2.917 0.00
H -2.451 -3.108 -1.085 0.00
H -1.055 0.717 -1.615 0.00
H -2.634 1.142 -3.466 0.00
C -2.401 4.203 2.646 0.03
Ge -0.906 3.276 1.731 0.07
C 0.702 4.319 2.183 0.00
C -1.250 3.483 -0.196 0.01
C -0.709 1.438 2.256 0.73
H -2.509 5.220 2.264 0.00
H -2.217 4.244 3.722 0.00
H -3.334 3.665 2.476 0.00
H 0.517 5.381 2.008 0.00
H 1.556 3.998 1.586 0.00
H 0.955 4.180 3.238 0.00
H -0.910 4.461 -0.542 0.00
H -2.315 3.372 -0.401 0.00
H -0.702 2.717 -0.749 0.00
H -1.574 0.775 2.237 0.05
H -0.025 1.234 3.077 0.05
Cl -9.845 2.045 -0.315 0.00
C -8.111 1.818 -0.073 0.00
C -7.492 2.337 1.062 0.00
C -6.143 2.158 1.260 0.00
C -5.314 1.442 0.322 0.00
C -3.960 1.264 0.507 0.00
C -6.013 0.932 -0.832 0.00
C -7.363 1.117 -1.015 0.00
H -8.084 2.885 1.787 0.00
H -5.677 2.570 2.149 0.00
H -3.361 0.727 -0.213 0.00
H -3.465 1.656 1.387 0.00
H -5.443 0.385 -1.576 0.00
H -7.855 0.719 -1.896 0.00
F 1.359 -6.106 0.551 0.00
C 0.290 -5.967 1.318 0.00
F -0.721 -6.655 0.792 0.00
F 0.548 -6.442 2.529 0.00
S -0.207 -4.193 1.418 0.00
O -0.391 -3.821 0.026 0.00
O -1.335 -4.054 2.281 0.00
N 1.203 -3.545 2.143 0.00
S 0.786 -2.528 3.529 0.00
O -0.067 -1.419 3.170 0.00
O 0.454 -3.285 4.687 0.00
C 2.510 -1.764 3.813 0.00
F 3.152 -2.689 4.527 0.00
F 2.326 -0.689 4.565 0.00
F 3.155 -1.454 2.709 0.00
C 3.294 1.831 -4.632 0.00
Ge 1.794 0.532 -4.521 0.00
C 2.000 -0.574 -6.165 0.00
C 0.196 1.635 -4.960 0.00
Ge 1.589 -0.627 -2.356 0.00
C 0.845 -2.328 -3.227 0.00
C 1.212 -3.622 -2.832 0.00
C 0.580 -4.758 -3.330 0.00
C -0.443 -4.642 -4.260 0.00
C -0.822 -3.373 -4.683 0.00
C -0.190 -2.249 -4.169 0.00
C 3.431 -1.503 -2.120 0.00
C 3.796 -2.227 -0.969 0.00
C 4.906 -3.063 -0.948 0.00
C 5.737 -3.171 -2.054 0.00
C 5.441 -2.419 -3.180 0.00
C 4.308 -1.614 -3.202 0.00
H 3.567 1.994 -5.678 0.00
H 4.169 1.483 -4.082 0.00
H 2.992 2.788 -4.201 0.00
H 2.294 0.082 -6.989 0.00
H 1.062 -1.066 -6.426 0.00
H 2.760 -1.347 -6.045 0.00
H 0.457 2.342 -5.752 0.00
H -0.148 2.205 -4.094 0.00
H -0.627 1.011 -5.315 0.00
H 2.025 -3.757 -2.126 0.00
H 0.892 -5.739 -2.988 0.00
H -0.936 -5.524 -4.651 0.00
H -1.619 -3.258 -5.411 0.00
H -0.527 -1.274 -4.510 0.00
H 3.234 -2.209 -0.031 0.00
H 5.131 -3.623 -0.046 0.00
H 6.600 -3.825 -2.033 0.00
H 6.083 -2.469 -4.053 0.00
H 4.097 -1.057 -4.108 0.00
```

As for the expectation value of S²: 0.75. As for the spin multiplicity: 2. As for the lowest unoccupied orbital energy (alpha / beta): 0.1288 / 0.1203 Ha. Its net charge is -2. For the HOMO energy (alpha / beta), the calculation gives -0.5 / -0.5 eV. The calculation puts the gap between HOMO and LUMO (alpha / beta) at 4.00 / 3.76 eV. The value obtained for the largest force on an atom is 4.69 eV/A.



(2)
DFT (ωB97M-V with the def2-TZVPD basis set) results for a molecular structure, C38H46FeOP2Si.

```
89
Properties=species:S:1:pos:R:3:lowdin_spin:R:1
Fe 0.681 -2.020 0.192 2.94
C -2.223 4.814 -2.477 0.00
C -0.903 4.837 -2.255 0.00
C -0.100 5.620 -1.249 0.00
C -0.862 6.224 -0.049 0.00
C -1.567 5.185 0.789 0.00
C -2.772 4.634 0.604 0.00
C -3.796 4.876 -0.473 0.00
C -3.316 5.574 -1.765 0.00
C 0.472 -3.559 1.631 0.33
H -2.571 4.137 -3.257 0.00
H -0.295 4.193 -2.891 0.00
H 0.437 6.427 -1.771 0.00
H 0.683 4.954 -0.861 0.00
H -0.128 6.739 0.581 0.00
H -1.554 6.995 -0.395 0.00
H -0.993 4.821 1.642 0.00
H -3.081 3.888 1.337 0.00
H -4.633 5.454 -0.049 0.00
H -4.226 3.902 -0.746 0.00
H -4.179 5.652 -2.437 0.00
H -3.013 6.600 -1.546 0.00
H -0.260 -4.307 1.312 0.03
H 0.152 -3.152 2.600 0.11
H 1.440 -4.055 1.777 0.04
P 0.890 -0.348 -1.326 -0.02
P -0.128 -0.413 1.576 0.03
C 0.457 1.239 -0.521 -0.01
C 0.036 1.214 0.750 0.00
C 2.519 0.012 -2.067 0.00
C 2.923 1.312 -2.405 0.00
C 4.195 1.535 -2.928 0.00
C 5.071 0.463 -3.119 0.00
C 4.672 -0.832 -2.788 0.00
C 3.400 -1.059 -2.263 0.00
C -0.250 -0.374 -2.750 0.01
C -1.569 -0.815 -2.566 0.01
C -2.421 -0.961 -3.658 0.00
C -1.964 -0.680 -4.947 0.00
C -0.649 -0.253 -5.138 0.00
C 0.206 -0.100 -4.047 0.00
C 0.638 -0.132 3.203 0.01
C 2.028 -0.229 3.359 0.01
C 2.603 -0.124 4.625 0.00
C 1.796 0.068 5.747 0.01
C 0.410 0.152 5.599 0.00
C -0.168 0.050 4.336 0.01
C -1.922 -0.446 1.935 0.01
C -2.529 -1.701 2.080 0.01
C -3.904 -1.794 2.294 0.00
C -4.679 -0.636 2.368 0.00
C -4.078 0.618 2.228 0.00
C -2.705 0.714 2.011 0.00
H 0.532 2.170 -1.082 0.00
H -0.248 2.122 1.281 0.00
H 2.238 2.145 -2.272 0.00
H 4.504 2.544 -3.189 0.00
H 6.061 0.639 -3.530 0.00
H 5.350 -1.667 -2.942 0.00
H 3.069 -2.061 -2.004 0.00
H -1.923 -1.050 -1.566 0.00
H -3.443 -1.298 -3.503 0.00
H -2.628 -0.796 -5.798 0.00
H -0.286 -0.039 -6.140 0.00
H 1.228 0.232 -4.202 0.00
H 2.658 -0.394 2.490 0.00
H 3.681 -0.194 4.735 0.00
H 2.244 0.149 6.733 0.00
H -0.224 0.294 6.471 0.00
H -1.247 0.112 4.226 0.00
H -1.905 -2.591 2.030 0.01
H -4.367 -2.769 2.412 0.00
H -5.749 -0.708 2.540 0.00
H -4.680 1.520 2.290 0.00
H -2.237 1.690 1.914 0.00
C 1.759 -6.379 -1.162 0.02
Si 1.887 -5.577 0.519 0.06
C 0.921 -6.649 1.729 0.00
C 3.686 -5.562 1.026 0.01
O 1.321 -3.907 0.365 0.35
H 2.149 -7.416 -1.108 0.00
H 2.355 -5.797 -1.895 0.00
H 0.697 -6.398 -1.480 0.00
H 1.352 -7.671 1.731 0.00
H 0.989 -6.229 2.754 0.00
H -0.141 -6.706 1.417 0.00
H 4.272 -4.981 0.285 0.00
H 3.787 -5.093 2.026 0.00
H 4.068 -6.603 1.066 0.00
```

As for the expectation value of S²: 6.08. As for the spin multiplicity: 5. As for the lowest unoccupied orbital energy (alpha / beta): 0.0233 / 0.0189 Ha. For the HOMO energy (alpha / beta), the calculation gives -4.4 / -6.6 eV. The calculation puts the gap between HOMO and LUMO (alpha / beta) at 5.03 / 7.07 eV. The value obtained for the largest force on an atom is 9.59 eV/A.



- The lowest spin multiplicity belongs to which entry?
  C38H46BaClF6Ge3N2O4S2